12
Properties=species:S:1:pos:R:3:forces:R:3:nbo_charge:R:1 method="wB97M-V/def2-TZVPD" total_charge=0 total_energy_ev=-19609.8428 gap_ev=10.58 fmax_ha_per_bohr=0.0767 lumo_ev=0.5 multiplicity=1
C -0.20185 1.87100 -1.36042 -0.53 -0.46 -1.04 0.220
C 0.14642 -2.05566 0.53240 -3.35 -0.09 2.07 -0.789
C 0.57981 1.62739 -0.12472 -0.31 0.17 -2.55 -0.159
N -0.73449 2.07080 -2.36112 0.12 0.03 0.41 -0.300
O 0.51272 0.33029 0.35731 -0.98 -0.52 0.34 -0.711
O -1.95823 -0.62947 1.01984 -1.34 0.90 1.32 -0.901
S -0.94242 -0.60124 0.01775 3.08 -1.63 -0.22 1.482
H -0.57467 -2.96590 0.74545 1.66 1.80 -0.84 0.238
H 0.63280 -1.74734 1.48450 -0.42 -0.16 -0.73 0.248
H 0.82740 -2.10641 -0.23954 1.56 -0.89 -1.54 0.217
H 1.57418 1.83575 -0.55727 0.09 0.08 1.24 0.236
H 0.13832 2.37079 0.48582 0.43 0.78 1.55 0.218

---

12
Properties=species:S:1:pos:R:3:forces:R:3:nbo_charge:R:1 method="wB97M-V/def2-TZVPD" total_charge=0 total_energy_ev=-19609.3722 gap_ev=9.18 smiles="C=C(C)N=S(=O)=O" fmax_ha_per_bohr=0.0953 lumo_ev=-0.4 multiplicity=1
C -0.09567 0.04461 0.38111 -1.82 2.48 2.26 0.141
C 0.32466 1.19716 0.94174 0.73 0.04 -1.81 -0.426
C -1.57034 -0.29303 0.46338 -0.20 1.35 -0.41 -0.641
N 0.65800 -0.96631 -0.05842 3.00 -2.53 -2.94 -0.789
O 2.09490 -2.05145 -1.84946 -0.26 -0.37 0.58 -0.823
O 1.97635 0.37032 -1.92692 -0.82 -0.51 0.90 -0.830
S 1.56310 -0.85731 -1.28494 0.19 0.77 0.07 2.277
H -0.47030 1.92813 1.06405 0.39 0.03 0.71 0.205
H 1.38715 1.54653 0.87222 -1.14 -0.47 0.26 0.213
H -1.92530 0.46600 1.16049 -0.63 -0.63 0.26 0.223
H -1.84125 -1.31284 0.69982 0.34 -0.13 0.49 0.232
H -2.10130 -0.07179 -0.46308 0.22 -0.03 -0.36 0.218

---

13
Properties=species:S:1:pos:R:3:forces:R:3:nbo_charge:R:1 method="wB97M-V/def2-TZVPD" total_charge=0 total_energy_ev=-30444.3664 gap_ev=8.85 smiles="S=CNOCOC=S" fmax_ha_per_bohr=0.0679 lumo_ev=-0.2 multiplicity=1
C 1.97413 -0.99610 0.47153 -0.59 0.91 0.62 -0.107
C -0.01698 1.44974 -0.28731 -1.36 1.31 -0.66 0.203
C -1.86978 -0.03744 -0.44115 -0.44 -0.34 0.36 0.051
H 1.97893 -1.98368 1.04718 0.31 1.10 -1.21 0.209
H 0.44889 -0.55898 1.78576 -0.60 -0.30 1.38 0.388
H -0.03236 2.56803 -0.32526 0.31 -1.01 0.31 0.206
H 0.22522 1.10077 -1.33168 0.02 -0.32 1.29 0.182
H -1.14538 -0.47816 -1.09824 0.24 -0.46 -0.56 0.157
N 0.81556 -0.30562 0.91317 2.60 -0.56 -2.26 -0.330
O 0.82648 1.07596 0.75670 -0.28 -0.05 -0.45 -0.349
O -1.40310 1.11256 0.05354 0.41 0.02 -0.14 -0.500
S 3.09272 -0.37949 -0.60275 -1.46 -1.11 1.38 -0.064
S -3.28619 -0.77764 -0.11040 0.84 0.81 -0.05 -0.046